[1]
8
Properties=species:S:1:pos:R:3:forces:R:3 method="wB97M-V/def2-TZVPD" smiles="[H]/P=N/N=C=S.I" e_tot_ev=-32270.8311 lumo_ha=-0.0506 homo_lumo_gap_ev=7.281 max_force_ev_per_a=4.345 homo_energy_ev=-8.6590
H 3.47631 0.31209 0.55391 -1.40 -0.75 0.74
P 2.08828 -0.03087 1.08384 1.40 0.61 -0.78
N 1.43979 0.54977 -0.25878 1.27 0.54 -0.08
N 0.18186 0.76599 -0.42009 -3.18 0.78 -1.05
C -0.77844 1.06356 -1.10672 2.62 -1.67 1.53
S -2.14145 1.07261 -1.85972 -0.72 0.51 -0.35
I -1.47734 -2.18142 1.03741 3.90 -1.91 0.22
H -2.78900 -1.55174 0.97016 -3.88 1.90 -0.22



[2]
8
Properties=species:S:1:pos:R:3:forces:R:3 method="wB97M-V/def2-TZVPD" e_tot_ev=-32268.0869 s_squared=2.012 lumo_ha="-0.0364 / -0.0788" homo_lumo_gap_ev="4.869 / 7.442" multiplicity=3 max_force_ev_per_a=6.826 homo_energy_ev="-5.8587 / -9.5858"
C -1.42744 -1.11408 -0.69323 0.26 -0.72 0.93
N -0.28685 -0.66990 -0.74808 -5.20 -3.49 -2.71
N 1.04125 -0.04531 1.18238 1.36 -0.05 0.90
P 0.68030 0.40016 -0.28065 3.76 3.48 0.20
S -2.76783 -1.87627 -0.38927 0.94 0.80 -0.57
I -0.22053 2.64802 -0.45845 -0.06 -0.11 -0.19
H 1.74503 0.45046 -1.28215 -0.83 0.04 0.86
H 1.23606 0.20692 2.66945 -0.23 0.06 0.57